No. 1
{"formula": "C29H38N7O3PRe", "method": "ωB97M-V/def2-TZVPD", "gap_ev": [6.8, 5.2], "e_homo_ha": [-0.69078, -0.69655], "relative_energy_ev": 0.000, "multiplicity": 4, "total_charge": 4, "elements": ["Re", "C", "O", "C", "C", "C", "C", "C", "C", "N", "N", "C", "C", "O", "C", "C", "C", "C", "C", "C", "C", "C", "H", "H", "H", "H", "H", "H", "H", "H", "H", "H", "H", "H", "H", "C", "N", "C", "N", "C", "N", "C", "P", "C", "C", "H", "H", "H", "H", "H", "H", "H", "H", "H", "H", "H", "H", "H", "C", "N", "C", "C", "C", "N", "C", "C", "O", "H", "H", "H", "H", "H", "H", "H", "H", "H", "H", "H", "H"], "xyz": [[0.750915, 0.289129, -0.506447], [1.174274, 2.699049, -2.649952], [0.294162, 1.972767, -1.723161], [-1.051368, 2.366023, -1.618166], [-1.584215, 3.421542, -2.316722], [-2.932111, 3.722442, -2.132699], [-3.724119, 2.976716, -1.261952], [-3.177674, 1.912518, -0.573788], [-1.830375, 1.602408, -0.754433], [-1.179628, 0.513724, -0.106418], [-1.939224, -0.306604, 0.527775], [-1.501933, -1.403539, 1.191151], [-0.121074, -1.862059, 1.290590], [0.869964, -1.278906, 0.633813], [0.197177, -2.932560, 2.103848], [-0.796113, -3.616314, 2.789723], [-2.149478, -3.262383, 2.678389], [-3.131808, -4.004659, 3.353508], [-4.492339, -3.694090, 3.211596], [-4.860511, -2.645966, 2.399731], [-3.888766, -1.884343, 1.724513], [-2.521746, -2.171544, 1.861952], [0.797804, 2.576226, -3.660534], [2.154383, 2.241243, -2.555453], [1.205737, 3.744332, -2.359113], [-0.992972, 4.013296, -3.002400], [-3.361046, 4.552945, -2.679154], [-4.766667, 3.230855, -1.124740], [-3.770678, 1.321462, 0.108473], [1.233392, -3.241928, 2.163811], [-0.521478, -4.459521, 3.414896], [-2.828568, -4.827097, 3.991808], [-5.241493, -4.276258, 3.733001], [-5.908446, -2.403956, 2.275656], [-4.201958, -1.079041, 1.075701], [3.675137, 2.694378, 3.331164], [2.654350, 1.640339, 3.838536], [1.444469, 2.397514, 4.447360], [0.900079, 3.301121, 3.495214], [1.909931, 4.267556, 3.047159], [3.040015, 3.577356, 2.416228], [2.711527, 2.978922, 1.130990], [1.398783, 1.676712, 1.374107], [2.223811, 0.720316, 2.730611], [0.198399, 2.659599, 2.387422], [4.503648, 2.150614, 2.881259], [4.021660, 3.226870, 4.214470], [3.099609, 1.086115, 4.575056], [1.826571, 2.925193, 5.318491], [0.722683, 1.645839, 4.759440], [2.271690, 4.831412, 3.905134], [1.464198, 4.966702, 2.343702], [3.598709, 2.534827, 0.675922], [2.339487, 3.748200, 0.453265], [3.102432, 0.208765, 2.337009], [1.547052, -0.031510, 3.135104], [-0.604597, 2.016108, 2.752162], [-0.255240, 3.423174, 1.753377], [-1.513947, -1.307603, -3.027505], [-0.352528, -2.062564, -3.494176], [-0.593358, -3.123051, -4.504758], [0.555450, -4.105497, -4.515816], [1.860475, -3.349470, -4.615047], [1.947250, -2.343164, -3.534542], [3.313070, -1.966754, -3.148625], [0.864574, -1.758849, -3.070631], [0.992404, -0.809583, -2.160158], [-2.335351, -1.498191, -3.712676], [-1.319468, -0.236178, -3.036617], [-1.828219, -1.619952, -2.028530], [-0.723602, -2.655559, -5.481689], [-1.527328, -3.616002, -4.243780], [0.452479, -4.775164, -5.367274], [0.544710, -4.716499, -3.610776], [1.962137, -2.850787, -5.579806], [2.711544, -4.015930, -4.498111], [3.843748, -2.851088, -2.801686], [3.309625, -1.224223, -2.362484], [3.839912, -1.565926, -4.013301]], "forces_ev_per_angstrom": [[-0.7, -0.9, -0.6], [0.0, -0.1, 0.0], [0.0, -0.1, 0.1], [0.1, 0.1, -0.1], [-0.1, 0.2, -0.1], [0.0, 0.0, 0.0], [0.1, 0.1, -0.1], [0.1, -0.1, 0.1], [-0.1, -0.1, 0.1], [0.6, -0.1, 0.2], [0.0, -0.1, 0.1], [0.2, 0.2, -0.1], [-0.2, 0.2, 0.0], [-0.2, 0.3, -0.2], [0.1, -0.2, 0.0], [0.0, -0.1, 0.1], [0.2, -0.1, 0.0], [-0.4, -0.1, 0.1], [0.2, -0.2, 0.2], [0.1, 0.2, -0.1], [0.1, 0.0, 0.0], [-0.3, 0.2, -0.1], [0.0, 0.0, 0.0], [0.0, 0.0, 0.0], [0.0, 0.1, 0.0], [0.0, 0.0, 0.0], [0.0, 0.0, 0.0], [0.0, 0.0, 0.0], [0.0, 0.0, 0.0], [0.0, 0.0, 0.0], [0.0, 0.0, 0.0], [0.0, 0.0, 0.0], [0.0, 0.0, 0.0], [0.0, 0.0, 0.0], [0.0, 0.0, 0.0], [-0.1, 0.0, -0.1], [0.0, 0.0, -0.1], [0.0, 0.0, -0.1], [0.0, 0.0, 0.0], [0.0, -0.1, 0.0], [0.0, 0.0, 0.1], [-0.1, -0.1, 0.1], [0.1, 0.3, 0.1], [0.1, 0.1, 0.0], [0.1, 0.0, 0.0], [0.0, 0.0, 0.0], [0.0, 0.0, 0.0], [0.0, 0.0, 0.0], [0.0, 0.0, 0.0], [0.0, 0.0, 0.0], [0.0, 0.0, 0.0], [0.0, 0.0, 0.0], [0.0, 0.0, 0.0], [0.0, 0.0, 0.0], [0.0, 0.0, 0.0], [0.0, 0.0, 0.1], [0.0, 0.0, 0.1], [0.0, 0.0, 0.0], [0.0, -0.1, -0.1], [-0.4, 0.0, -0.1], [0.0, 0.0, 0.1], [0.0, 0.0, 0.1], [0.0, 0.0, 0.0], [0.5, -0.1, -0.2], [-0.1, -0.1, 0.0], [0.0, 0.3, 0.3], [0.3, 0.3, 0.3], [0.0, 0.0, 0.0], [0.0, 0.0, 0.0], [0.0, 0.0, 0.0], [0.0, 0.1, 0.0], [0.0, 0.0, 0.0], [0.0, 0.0, 0.0], [0.0, 0.0, 0.0], [0.0, 0.1, 0.0], [0.0, 0.0, 0.0], [0.0, 0.0, 0.0], [0.0, 0.0, 0.1], [0.0, 0.0, -0.1]]}

---

No. 2
{"formula": "C3H5NO2", "method": "ωB97M-V/def2-TZVPD", "gap_ev": 10.7, "e_homo_ha": -0.35908, "relative_energy_ev": 1.691, "smiles": "[H]/N=C/OCC=O", "elements": ["N", "C", "O", "C", "C", "O", "H", "H", "H", "H", "H"], "xyz": [[0.892621, 1.120421, -0.592552], [1.365970, -0.050422, -0.514619], [0.613701, -1.102336, -0.171524], [-0.782597, -0.843418, -0.012606], [-1.120974, 0.353657, 0.883983], [-0.934608, 0.338251, 2.075814], [1.601739, 1.818308, -0.801511], [2.392787, -0.380977, -0.698993], [-1.189471, -1.742361, 0.459460], [-1.226451, -0.713872, -1.005804], [-1.612719, 1.202754, 0.378356]], "forces_ev_per_angstrom": [[0.2, -0.3, 0.1], [0.0, 0.2, 0.0], [0.1, 0.0, 0.1], [-0.2, -0.1, -0.1], [0.1, 0.0, 0.4], [0.0, 0.0, -0.6], [-0.1, -0.2, -0.1], [-0.1, 0.2, 0.1], [0.1, 0.1, -0.1], [0.0, 0.1, 0.1], [0.0, -0.1, 0.1]]}

---

No. 3
{"formula": "ClNO4S", "method": "ωB97M-V/def2-TZVPD", "gap_ev": 10.1, "e_homo_ha": -0.41498, "relative_energy_ev": 0.654, "smiles": "O=NOS(=O)(=O)Cl", "elements": ["N", "O", "O", "O", "O", "S", "Cl"], "xyz": [[0.762885, -1.249290, -0.485749], [-0.402513, -1.390255, -0.619273], [-0.630908, 1.177076, -0.719114], [-1.504295, 0.113508, 1.232976], [1.089379, -0.273690, 0.321094], [-0.379089, 0.699192, 0.583384], [0.390755, 2.266927, 1.584078]], "forces_ev_per_angstrom": [[-0.5, -2.0, -1.1], [0.5, -0.7, -0.6], [0.4, 0.8, -0.8], [1.5, 0.0, 1.3], [-0.6, 2.2, 2.1], [-1.6, 0.4, -1.3], [0.2, -0.8, 0.3]]}

---

No. 4
{"formula": "C34H49ClNO11PS2", "method": "ωB97M-V/def2-TZVPD", "gap_ev": 2.7, "e_homo_ha": 0.00814, "total_charge": -2, "elements": ["C", "C", "O", "P", "Cl", "C", "C", "C", "S", "C", "S", "N", "C", "C", "C", "C", "C", "C", "C", "C", "C", "C", "C", "C", "C", "O", "O", "O", "C", "C", "C", "C", "O", "C", "O", "C", "C", "O", "H", "H", "H", "H", "H", "H", "H", "H", "H", "H", "H", "H", "H", "H", "H", "H", "H", "H", "H", "H", "H", "H", "H", "H", "H", "H", "H", "H", "H", "H", "H", "H", "H", "O", "C", "O", "C", "C", "C", "H", "H", "H", "H", "H", "H", "H", "H", "O", "C", "O", "C", "C", "C", "H", "H", "H", "H", "H", "H", "H", "H"], "xyz": [[1.789800, -5.477207, 2.954832], [1.297603, -4.322113, 2.029210], [1.489939, -4.763759, 0.718396], [1.585246, -3.559385, -0.567614], [0.300656, -2.098555, 0.391736], [0.108356, -4.502915, -1.398353], [-0.996038, -3.587022, -1.961665], [-2.280790, -3.563647, -1.077763], [-2.858895, -1.810980, -0.891112], [-4.291860, -1.671516, -1.958959], [-4.090667, -1.963278, -3.550381], [-5.560496, -1.275586, -1.410668], [-5.443724, -0.569889, -0.154970], [-5.410387, 0.801786, -0.229950], [-5.266539, 1.586135, 0.890686], [-5.138865, 0.993580, 2.131159], [-5.196103, -0.379666, 2.206693], [-5.338550, -1.161621, 1.086288], [-6.534827, -2.317813, -1.361013], [-6.332056, -3.615328, -1.800226], [-7.322191, -4.564778, -1.761898], [-8.583507, -4.255577, -1.292153], [-8.796722, -2.975490, -0.831044], [-7.802727, -2.030502, -0.871196], [1.943464, -2.433431, -2.154927], [2.406601, -2.942950, -3.202103], [1.672056, -1.215536, -2.020073], [2.590684, -4.776510, -1.361142], [3.888277, -4.758570, -0.881602], [4.199056, -3.286260, -0.421099], [5.355603, -3.139302, 0.606117], [6.523153, -2.363970, -0.027827], [6.170929, -0.984259, -0.227741], [6.649305, -0.482284, -1.399188], [6.374776, -0.927253, -2.494624], [7.555812, 0.753070, -1.328454], [8.018397, 1.145977, 0.103192], [3.002216, -2.823876, 0.120069], [2.887674, -5.508217, 2.993538], [1.339516, -5.431170, 3.957332], [1.490652, -6.444195, 2.521457], [1.892215, -3.445105, 2.311036], [0.232516, -4.191524, 2.292033], [-0.344579, -5.087674, -0.578307], [0.485146, -5.232432, -2.116674], [-1.315301, -4.016535, -2.928964], [-0.692582, -2.559206, -2.183360], [-3.089994, -4.178233, -1.480401], [-1.993560, -3.843432, -0.058951], [-5.491523, 1.304248, -1.192341], [-5.240852, 2.671064, 0.829775], [-4.995042, 1.585605, 3.030911], [-5.090114, -0.881577, 3.166096], [-5.354363, -2.244868, 1.168968], [-5.372688, -3.929799, -2.197245], [-7.152420, -5.580756, -2.111052], [-9.382508, -4.991758, -1.281535], [-9.757765, -2.668428, -0.422505], [-8.018502, -1.025435, -0.514398], [4.006782, -5.394204, 0.027330], [4.566915, -5.062497, -1.694812], [4.576855, -2.785909, -1.329522], [4.984667, -2.495214, 1.415598], [5.692637, -4.107529, 1.001090], [7.431601, -2.392602, 0.596214], [6.751158, -2.855860, -0.982418], [7.042088, 1.623739, -1.753849], [8.452897, 0.605475, -1.939489], [8.204372, 2.224106, 0.139759], [7.219450, 0.937023, 0.815314], [8.965625, 0.646725, 0.338205], [6.497714, 3.691554, 1.219212], [6.152007, 4.573613, 0.487772], [6.345840, 4.439230, -0.839937], [5.800429, 5.326061, -1.815733], [6.693969, 6.531113, -2.031525], [5.585560, 5.868449, 1.023954], [4.777516, 5.605830, -1.559615], [5.740523, 4.748193, -2.736831], [6.790069, 7.128351, -1.123500], [6.294075, 7.167566, -2.822375], [7.698224, 6.210960, -2.311673], [6.407155, 6.533905, 1.287600], [5.008961, 5.641030, 1.917709], [4.911061, 6.374488, 0.336404], [-4.444817, 4.644217, 4.142827], [-4.929446, 5.432521, 3.381905], [-4.904560, 5.181624, 2.059313], [-5.617147, 5.948498, 1.088328], [-4.823564, 7.161516, 0.648433], [-5.489048, 6.750047, 3.868623], [-6.612709, 6.210440, 1.451959], [-5.762811, 5.283752, 0.237579], [-4.643287, 7.846512, 1.478082], [-5.354260, 7.702287, -0.136451], [-3.848754, 6.856251, 0.267813], [-4.676525, 7.470210, 3.956613], [-5.931094, 6.589215, 4.849469], [-6.273038, 7.159015, 3.234577]], "forces_ev_per_angstrom": [[-0.1, -0.2, -0.5], [0.4, -1.8, 1.2], [-0.1, 1.7, 1.0], [1.3, -2.2, -3.8], [-0.3, 0.2, 0.6], [-0.9, 0.6, 1.1], [-0.7, -1.0, -0.9], [1.1, 0.7, -0.7], [-1.0, 0.1, 0.7], [0.9, -0.2, -0.4], [-0.5, -0.1, 0.0], [0.7, -1.1, 0.8], [-0.1, 0.5, -0.5], [-0.1, 0.9, -0.8], [0.1, 0.6, 0.6], [-0.1, 0.3, 0.2], [0.1, -0.6, 0.9], [-0.2, -0.9, -0.2], [-0.4, 0.1, -0.4], [1.2, -0.4, -0.4], [-0.7, -0.7, -0.1], [-0.3, -0.3, 0.1], [-0.7, 0.3, 0.3], [0.1, 1.0, 0.2], [-0.8, 1.4, -0.6], [-0.1, -0.5, 0.4], [0.0, 0.1, 0.2], [0.6, -0.2, 0.9], [0.0, 0.7, 0.4], [0.4, -1.3, -0.3], [-0.3, 1.0, -0.3], [-0.2, -1.4, 0.2], [0.9, 0.1, -0.5], [-0.3, 0.3, -1.7], [0.4, 0.0, 1.3], [0.2, 0.6, 1.4], [0.0, 0.2, -0.7], [0.1, 0.1, 0.8], [-0.2, 0.1, 0.2], [0.3, 0.2, -0.1], [-0.1, 0.3, 0.0], [-0.4, 0.2, -0.4], [0.2, 0.4, -0.3], [0.1, 0.0, -0.2], [0.2, 0.4, -0.1], [0.1, 0.3, 0.1], [0.3, -0.2, 0.2], [0.0, 0.1, 0.2], [-0.4, 0.1, -0.1], [0.0, -0.3, 0.0], [0.0, -0.1, -0.2], [0.0, 0.0, -0.2], [0.0, 0.1, -0.1], [0.0, 0.1, 0.0], [-0.1, 0.2, 0.1], [0.3, 0.2, 0.0], [0.1, 0.1, 0.0], [0.1, -0.2, -0.1], [0.1, -0.1, 0.0], [0.0, -0.2, -0.3], [0.1, -0.1, 0.3], [-0.9, 0.5, 0.1], [0.0, -0.4, 0.1], [0.0, 0.2, 0.0], [-0.2, 0.1, 0.0], [0.0, 0.4, 0.0], [-0.2, -0.4, -0.1], [-0.4, -0.3, -0.2], [0.0, -0.2, 0.0], [0.3, -0.1, 0.1], [-0.4, -0.2, 0.3], [0.0, 0.1, 0.0], [0.0, 0.2, 0.2], [0.0, -0.3, -0.1], [0.0, 0.2, -0.1], [0.1, 0.1, 0.1], [-0.5, 0.0, -0.1], [0.0, 0.0, 0.1], [0.0, -0.1, 0.1], [-0.1, 0.0, 0.0], [0.0, 0.0, 0.0], [0.0, 0.0, -0.1], [0.0, 0.0, 0.0], [0.2, -0.1, 0.1], [0.2, 0.1, -0.1], [0.0, -0.1, -0.1], [0.1, 0.3, 0.1], [0.0, -0.4, -0.1], [0.0, 0.2, -0.1], [0.1, 0.1, 0.1], [-0.5, 0.0, 0.0], [0.0, 0.0, 0.1], [0.1, -0.1, 0.1], [-0.1, 0.0, 0.0], [0.0, 0.0, 0.0], [-0.1, -0.1, -0.1], [0.0, 0.0, 0.0], [0.2, 0.0, 0.1], [0.1, 0.1, -0.1]]}